# 1
ORCA calculation (wB97M-V/def2-TZVPD) on C32H96O16 as an isolated structure in a non-equilibrium geometry.

Results
Net charge: 0
ΔE to the lowest compared entry with this formula, charge and spin: 1547.97 kJ/mol
HOMO level: -7.596 eV
DFT total energy: -67483.403 eV
Strongest force on any atom: 15.9 eV/A

XYZ file:
```
144
C32H96O16 (wB97M-V/def2-TZVPD)
C -4.30 3.04 0.70
C -4.09 1.52 0.95
O -4.78 0.84 -0.08
H -3.83 3.64 1.48
H -5.37 3.27 0.64
H -3.83 3.38 -0.23
H -4.55 1.34 1.92
H -3.04 1.24 1.05
H -4.15 0.85 -0.82
C -1.36 -1.12 3.68
C 0.09 -0.78 3.91
O 0.23 0.60 3.79
H -2.01 -0.77 4.48
H -1.55 -2.19 3.63
H -1.78 -0.63 2.80
H 0.61 -1.35 3.13
H 0.48 -1.12 4.86
H 1.12 0.89 4.06
C 0.98 -3.47 -4.12
C 0.10 -2.52 -3.31
O 0.93 -2.15 -2.20
H 0.40 -3.84 -4.97
H 1.39 -4.27 -3.51
H 1.87 -2.96 -4.51
H -0.80 -3.02 -2.95
H -0.09 -1.58 -3.83
H 0.39 -1.50 -1.72
C 5.36 -2.46 0.40
C 3.87 -2.47 0.03
O 3.75 -2.31 -1.38
H 5.87 -3.29 -0.10
H 5.48 -2.58 1.47
H 5.73 -1.48 0.11
H 3.41 -1.64 0.56
H 3.38 -3.40 0.33
H 2.81 -2.26 -1.55
C 4.48 -0.95 -2.12
C 4.19 -0.40 -0.69
O 5.43 0.16 -0.25
H 5.33 -1.60 -1.94
H 4.72 -0.12 -2.78
H 3.61 -1.53 -2.43
H 3.84 -1.18 -0.01
H 3.42 0.37 -0.79
H 5.72 0.76 -0.94
C 1.46 -0.12 -3.68
C 1.70 1.15 -4.50
O 1.35 0.96 -5.87
H 1.99 -0.92 -4.20
H 0.43 -0.44 -3.54
H 1.85 0.02 -2.67
H 2.76 1.41 -4.51
H 1.14 1.99 -4.07
H 0.39 0.86 -5.91
C -3.34 -0.18 -4.40
C -4.05 0.55 -3.27
O -3.13 1.03 -2.30
H -2.55 0.43 -4.85
H -3.99 -0.34 -5.26
H -2.94 -1.13 -4.04
H -4.80 -0.07 -2.79
H -4.56 1.38 -3.75
H -2.69 1.74 -2.79
C 0.85 0.39 0.38
C -0.62 0.43 0.01
O -0.81 -0.27 -1.24
H 1.16 -0.66 0.44
H 1.01 0.81 1.37
H 1.48 0.86 -0.38
H -0.98 1.46 -0.06
H -1.22 -0.06 0.78
H -1.45 0.22 -1.77
C -0.90 3.71 -2.15
C -1.15 3.95 -3.62
O -2.31 3.20 -4.00
H -0.05 4.30 -1.80
H -0.65 2.67 -1.97
H -1.70 4.02 -1.49
H -0.30 3.55 -4.18
H -1.22 5.01 -3.88
H -2.30 3.16 -4.96
C 3.29 1.08 2.43
C 3.44 2.11 3.54
O 2.50 1.89 4.57
H 3.53 0.08 2.79
H 3.91 1.32 1.56
H 2.26 1.11 2.08
H 3.25 3.14 3.21
H 4.45 2.17 3.96
H 2.44 2.70 5.08
C -3.25 -2.20 -1.02
C -4.57 -2.92 -1.13
O -4.56 -3.73 -2.26
H -3.27 -1.57 -0.12
H -3.06 -1.58 -1.89
H -2.42 -2.90 -0.88
H -5.34 -2.15 -1.24
H -4.78 -3.51 -0.24
H -4.69 -4.64 -1.97
C 3.46 -1.01 4.02
C 2.58 -2.02 3.27
O 1.70 -2.72 4.15
H 2.88 -0.22 4.48
H 4.17 -0.57 3.32
H 4.04 -1.49 4.80
H 3.26 -2.72 2.78
H 1.96 -1.55 2.51
H 1.04 -3.14 3.58
C 2.43 2.93 -1.26
C 2.56 4.02 -0.23
O 3.49 5.01 -0.69
H 1.74 2.19 -0.85
H 3.39 2.47 -1.46
H 2.05 3.27 -2.23
H 3.01 3.55 0.65
H 1.60 4.41 0.11
H 3.60 5.63 0.04
C -4.59 -1.65 2.36
C -5.15 -1.30 3.76
O -5.78 -2.48 4.29
H -3.94 -0.87 1.98
H -5.39 -1.82 1.63
H -3.95 -2.53 2.39
H -5.82 -0.43 3.73
H -4.36 -1.03 4.46
H -6.24 -2.91 3.56
C -0.17 -4.18 0.27
C -0.74 -3.24 1.33
O -0.32 -3.64 2.63
H -0.39 -5.22 0.51
H 0.91 -4.09 0.20
H -0.55 -4.07 -0.75
H -1.84 -3.27 1.32
H -0.41 -2.21 1.19
H -0.91 -4.34 2.93
C -0.87 4.78 1.90
C -0.40 3.55 2.68
O -1.01 2.38 2.13
H -1.94 4.75 1.73
H -0.33 4.76 0.95
H -0.66 5.74 2.37
H -0.56 3.74 3.74
H 0.69 3.42 2.63
H -0.73 1.68 2.74
```

---

# 2
ORCA calculation (wB97M-V/def2-TZVPD) on C13H28B3Cl14N5O4 as an isolated structure in a non-equilibrium geometry.

Results
Net charge: 0
HOMO level: -9.594 eV
DFT total energy: -206926.831 eV
Strongest force on any atom: 1.4 eV/A

XYZ file:
```
67
C13H28B3Cl14N5O4 (wB97M-V/def2-TZVPD)
C 2.16 -0.21 1.37
C 1.48 0.17 0.07
N 1.66 -0.45 -1.02
C 0.51 1.33 0.06
B -0.93 0.91 -0.40
O -1.57 1.59 -1.45
B -2.70 2.21 -0.91
C -2.88 3.77 -1.01
C -3.48 4.42 0.26
N -4.95 4.43 0.16
N -3.07 3.68 1.45
N -3.03 5.82 0.37
O -3.58 1.37 -0.24
B -2.97 0.42 0.52
O -3.70 -0.11 1.62
C -3.04 -0.05 2.74
N -2.53 0.06 3.77
O -1.70 -0.05 0.26
H 1.97 0.50 2.18
H 3.23 -0.31 1.22
H 1.77 -1.18 1.69
H 2.35 -1.20 -0.89
H 0.43 1.74 1.08
H 0.87 2.15 -0.56
H -3.48 4.05 -1.88
H -1.89 4.20 -1.16
H -5.23 3.68 -0.47
H -5.33 4.17 1.06
H -3.24 4.27 2.26
H -2.06 3.58 1.45
H -2.44 6.10 -0.40
H -3.85 6.42 0.34
C -1.34 -3.56 1.87
Cl 0.42 -3.75 1.89
Cl -2.18 -5.11 1.71
H -1.64 -3.10 2.81
H -1.60 -2.93 1.03
C -0.11 -2.28 5.93
Cl 1.65 -2.41 5.89
Cl -0.91 -3.86 5.96
H -0.40 -1.72 6.81
H -0.43 -1.76 5.03
C 2.79 -1.85 -3.93
Cl 3.87 -2.41 -2.64
Cl 2.36 -3.15 -5.05
H 1.88 -1.47 -3.47
H 3.28 -1.06 -4.48
C 0.15 -4.71 -7.99
Cl -1.48 -5.35 -8.20
Cl 1.05 -5.56 -6.73
H 0.69 -4.82 -8.93
H 0.08 -3.66 -7.72
C 0.59 2.40 5.95
Cl 1.50 3.09 4.60
Cl 1.13 0.76 6.33
H 0.73 3.02 6.82
H -0.45 2.35 5.67
C 2.70 2.29 -4.36
Cl 3.79 1.73 -3.09
Cl 2.28 0.99 -5.49
H 1.79 2.66 -3.91
H 3.20 3.08 -4.92
C 5.19 -5.20 -0.24
Cl 6.46 -3.99 -0.08
Cl 3.62 -4.58 0.30
H 5.11 -5.48 -1.28
H 5.45 -6.06 0.37
```

---

Question: Which value of HOMO level does entry 1 give?
Answer: -7.596 eV